Computed, not measured: a cluster of 2 separate species, C6H12NO3PS in total in a non-equilibrium geometry, with ωB97M-V/def2-TZVPD.

Cartesian coordinates (Å):
H1 0.21 -1.25 -0.04
P1 2.30 0.21 0.59
H2 -1.89 -0.26 2.12
H3 -3.12 -1.65 -1.39
S1 2.71 0.32 -1.44
H4 -0.31 0.43 1.76
H5 4.71 0.08 0.67
C1 -0.50 -1.43 0.69
O1 -1.62 -2.10 0.15
C2 -2.49 0.18 -0.67
O2 1.20 -0.12 -1.96
C3 -2.11 -1.29 -0.97
H6 4.21 1.98 1.01
C4 -1.03 2.02 0.19
C5 -1.14 -0.13 1.33
O3 -1.18 2.97 -0.56
H7 -3.49 0.20 -0.30
N1 -1.48 0.76 0.24
H8 -0.15 -2.11 1.48
C6 3.98 0.86 1.19
H9 -1.47 -1.34 -1.80
H10 -2.52 0.67 -1.62
H11 3.98 0.68 2.22
H12 1.20 0.31 -2.87

Results
- Spin multiplicity: 3
- E_tot: -34168.5948 eV